Entry 1:
This record from the Open Molecules 2025 dataset describes a cluster of 17 separate species, C32H64Cl16F6O24P in total. The level of theory is ωB97M-V/def2-TZVPD.

Geometry as XYZ:
```
143
Properties=species:S:1:pos:R:3:forces:R:3
P 0.31342 0.43804 -0.48217 0.09 1.98 0.25
F 1.43442 0.71482 -1.61289 -0.69 -0.20 -0.46
F 1.37590 -0.60795 0.20723 -0.99 0.41 0.41
F 0.88946 1.71360 0.31904 0.81 -0.29 0.60
F -0.85229 0.32730 0.67281 0.76 -1.71 1.00
F -0.77056 1.46005 -1.10408 0.10 0.53 -1.93
F -0.33232 -0.74664 -1.31707 -0.18 -0.83 -0.28
C -0.66884 -8.17576 -1.57485 0.73 -0.47 0.39
O -0.68158 -6.73801 -1.65776 -0.20 -0.47 0.44
C 0.30338 -6.06342 -1.02373 2.39 -0.55 0.91
O 1.34212 -6.50146 -0.50033 -3.00 0.59 -1.35
O -0.01854 -4.77232 -1.11608 -0.36 -0.21 -0.06
C 0.80501 -3.79084 -0.50877 0.95 0.99 0.44
H -0.81439 -8.55821 -0.56458 0.53 0.52 0.37
H 0.28207 -8.52336 -1.97863 -0.10 -0.19 0.13
H -1.49408 -8.68392 -2.07370 -0.09 1.02 -0.74
H 1.85936 -4.06312 -0.46053 -0.15 -0.36 -0.16
H 0.50003 -3.50599 0.49817 -0.33 -0.62 0.07
H 0.72674 -2.85392 -1.06027 -0.21 -0.34 -0.31
C 4.12797 -0.74912 2.68035 0.81 2.06 0.22
O 3.50514 -0.61665 3.97470 -1.25 -2.54 -0.69
C 3.79590 0.36485 4.76183 -0.76 0.95 1.49
O 4.61235 1.20709 4.55128 0.71 0.92 0.17
O 2.97413 0.30225 5.86718 0.72 -2.79 -2.21
C 2.87651 1.33819 6.75128 0.05 1.63 0.43
H 5.17139 -1.05026 2.77351 -0.25 -0.64 0.12
H 4.21932 0.27496 2.31840 -0.16 0.04 -0.44
H 3.53476 -1.32096 1.96676 -0.05 -0.19 0.71
H 3.72912 1.40779 7.42678 0.25 0.16 -0.15
H 1.99532 1.17119 7.37072 -0.10 -0.04 -0.23
H 2.75067 2.23455 6.14399 0.05 0.51 0.58
C 1.33476 1.43526 -5.01883 -0.26 -0.73 0.48
O 0.72031 2.59555 -4.48430 0.25 1.68 0.04
C 1.33076 3.79445 -4.68984 3.65 -1.08 -2.99
O 2.48311 3.91291 -5.25647 -5.35 -0.33 2.64
O 0.55737 4.81767 -4.37395 0.88 1.02 0.40
C -0.80292 4.77538 -3.94389 -0.79 -0.47 -0.65
H 1.54375 1.49992 -6.08665 0.10 0.29 0.10
H 0.57095 0.67461 -4.85723 0.21 0.06 -0.09
H 2.21491 1.13657 -4.44942 0.12 0.31 -0.11
H -0.97982 4.31570 -2.97152 0.39 -0.28 -0.22
H -1.40368 4.32005 -4.73121 0.13 -0.49 0.23
H -1.22062 5.78156 -3.90896 0.75 0.31 0.13
C -5.35981 -3.61623 -6.41885 0.04 -0.14 -0.06
O -4.81197 -4.28975 -5.30158 0.71 -0.28 1.18
C -3.77362 -3.80934 -4.56330 0.12 0.05 -1.14
O -3.03685 -2.89595 -4.81974 -0.28 0.55 -0.63
O -3.61140 -4.59561 -3.54153 -0.90 -1.52 0.81
C -2.61870 -4.30904 -2.56804 0.19 0.74 0.54
H -4.59581 -3.12410 -7.02069 -0.11 0.29 0.21
H -6.15984 -2.96695 -6.06320 0.25 0.36 -0.23
H -5.81531 -4.40467 -7.01800 0.04 0.04 -0.02
H -2.64984 -5.08083 -1.79897 0.00 -0.18 -0.53
H -2.87461 -3.37874 -2.06094 0.11 0.21 -0.18
H -1.62321 -4.21670 -3.00230 -0.18 -0.17 -0.03
C -0.09889 -1.70777 2.69051 -0.13 0.52 0.32
O 0.05428 -2.53097 3.83940 0.09 -2.40 1.62
C 0.37912 -2.00468 5.02750 0.48 2.31 -0.03
O 0.35575 -0.80314 5.21158 -0.22 -1.02 0.47
O 0.79800 -2.91609 5.95436 -0.06 -1.11 -2.52
C 0.96207 -2.60355 7.31750 -0.55 1.18 0.31
H 0.90672 -1.36975 2.44034 -0.43 0.57 -0.25
H -0.85791 -0.95064 2.88733 0.67 0.42 0.06
H -0.53181 -2.28080 1.87055 0.31 -0.47 0.29
H 1.43350 -1.62913 7.44541 -0.35 0.21 -0.08
H 1.60978 -3.29795 7.85264 -0.12 -0.48 -0.67
H -0.04955 -2.64792 7.72094 0.21 0.30 0.59
C -6.48775 2.18880 3.01322 0.60 -1.04 -1.68
O -5.62772 2.60566 4.06100 -0.13 0.48 0.73
C -4.37275 2.17667 4.25429 1.09 -0.04 0.78
O -3.66416 2.52521 5.17399 -1.10 0.11 -0.64
O -3.96811 1.29222 3.35343 -3.57 0.21 -1.36
C -2.67784 0.85165 3.28705 1.65 0.46 0.25
H -6.81369 1.15106 3.08354 -0.19 0.14 0.81
H -5.97122 2.14437 2.05441 0.40 0.39 -0.04
H -7.34080 2.84514 2.84109 0.25 0.24 0.84
H -2.52748 0.42356 2.29597 -0.09 -0.35 0.20
H -2.51071 0.17381 4.12413 0.57 -0.12 -0.14
H -2.04297 1.73646 3.33327 0.48 -0.27 0.34
C 6.74522 5.21428 -0.74906 -0.55 -0.91 0.17
O 6.33672 4.86767 -2.07413 -1.89 -0.02 -1.64
C 4.97319 4.55036 -2.38744 0.24 -0.39 -0.04
O 4.56676 4.30823 -3.51118 1.54 0.78 2.81
O 4.22301 4.49225 -1.23478 0.46 0.24 -1.15
C 2.82867 4.10326 -1.36198 -0.26 -0.22 0.17
H 6.53684 4.30803 -0.18038 -0.31 0.53 0.82
H 6.28440 6.14265 -0.41162 -0.34 -0.33 0.23
H 7.82267 5.35135 -0.65733 0.06 -0.01 -0.89
H 2.19668 4.78843 -1.92699 0.55 0.27 -0.31
H 2.41478 4.09462 -0.35366 0.36 -0.07 0.08
H 2.71735 3.10277 -1.77997 0.25 0.05 -0.07
C 0.85547 2.06297 3.35363 0.75 -0.58 0.18
O 1.23096 3.39426 3.75197 1.08 0.91 -0.02
C 2.39754 3.96907 3.33537 -0.46 3.18 -1.49
O 2.62668 5.20123 3.46105 -0.53 -4.24 0.30
O 3.12848 3.14947 2.55311 -1.83 -0.80 1.44
C 4.33300 3.53249 1.99836 1.18 1.42 -0.88
H 1.76815 1.47257 3.27270 -0.22 -0.20 -0.15
H 0.32535 2.01938 2.40222 0.18 0.40 0.09
H 0.23707 1.61585 4.13194 0.08 0.37 0.14
H 4.58512 2.81185 1.22041 0.09 -0.27 0.42
H 5.11776 3.68145 2.74003 0.00 -0.46 0.11
H 4.25866 4.48376 1.47143 -0.30 0.20 0.05
C -3.64177 0.39237 -1.52750 0.35 -0.15 0.13
Cl -4.73808 1.70069 -1.04264 -0.07 -0.15 -0.14
Cl -4.47907 -0.93329 -2.37627 0.04 0.34 0.07
H -2.86239 0.78987 -2.17762 -0.29 0.02 0.07
H -3.19596 -0.00901 -0.61742 -0.09 0.00 -0.22
C -4.69967 -1.97888 2.17871 0.50 -0.25 0.09
Cl -6.20684 -1.09507 1.89659 0.28 -0.33 0.06
Cl -3.86917 -2.37365 0.65211 -0.08 -0.02 0.28
H -4.00233 -1.38943 2.77399 -0.34 0.18 -0.17
H -4.88334 -2.91802 2.70061 -0.29 0.19 -0.20
C -2.48359 -0.38845 -6.20997 -0.27 0.41 0.07
Cl -4.18288 0.09115 -5.90783 0.14 -0.48 0.03
Cl -1.54139 1.05162 -6.60814 0.09 0.14 -0.47
H -1.99549 -0.77897 -5.31702 -0.63 -0.32 -0.23
H -2.54328 -1.06930 -7.05907 0.43 0.08 0.33
C -2.12452 3.36492 0.76105 -0.17 0.03 0.16
Cl -2.71636 4.30727 2.15699 0.19 -0.36 0.10
Cl -2.37147 4.37284 -0.69041 0.25 -0.55 0.20
H -1.08467 3.07100 0.90397 -0.02 0.56 -0.19
H -2.69233 2.43620 0.70464 -0.22 0.37 -0.25
C 4.45972 -0.93422 -1.17601 -0.60 0.65 -1.04
Cl 5.64507 -1.71450 -0.17646 0.59 -0.21 0.24
Cl 4.43421 0.86509 -0.99081 -0.07 -0.85 0.28
H 4.66385 -1.06536 -2.23866 0.32 -0.21 0.28
H 3.50960 -1.42980 -0.97660 -0.13 0.74 0.24
C 1.37187 -2.55428 -3.81952 -0.39 0.42 0.28
Cl 1.70424 -1.70524 -5.30639 -0.07 0.29 -0.72
Cl 2.87790 -3.29370 -3.27441 -0.16 -0.57 0.23
H 1.04763 -1.85026 -3.05315 0.13 0.07 -0.15
H 0.54572 -3.23214 -4.03415 0.50 -0.43 0.24
C 2.99697 -5.06326 4.14855 -0.46 0.69 -0.06
Cl 2.77676 -4.08613 2.65094 0.34 -0.45 0.41
Cl 4.56332 -5.81051 4.34174 0.56 -0.33 -0.34
H 2.94288 -4.37128 4.98899 -0.60 -0.17 -0.26
H 2.23335 -5.84052 4.11951 0.14 0.29 0.21
C -5.27846 3.41463 -4.23369 -0.09 -0.63 -0.89
Cl -3.59272 2.90461 -4.29644 0.18 0.26 0.14
Cl -5.54012 4.77028 -3.17562 -0.17 0.26 0.53
H -5.58049 3.73386 -5.23118 0.16 -0.12 0.10
H -5.84336 2.52442 -3.95707 -0.10 0.36 0.34
```
Positions in Å, forces in eV/Å.

Its orbital gap is 0.357 hartree. As for the charge: -1. Its highest occupied orbital energy is -7.98 eV. The calculation puts the total energy at -11367.3574 a.u.

***

Entry 2:
This record from the Open Molecules 2025 dataset describes an isolated molecule of C6H10O2. The level of theory is ωB97M-V/def2-TZVPD.

Geometry as XYZ:
```
18
Properties=species:S:1:pos:R:3:forces:R:3
C 2.19748 0.32592 -0.27754 1.83 0.87 -3.87
C 1.01239 -0.82548 -0.30815 1.46 3.21 -0.91
C 0.49235 -0.44413 0.95036 -0.79 -2.62 6.54
C -0.45949 -0.25174 -0.13995 -2.78 -2.46 -0.77
C -1.36619 -1.55009 -0.04218 -3.40 3.27 -2.77
O -2.58881 -1.51032 -0.32101 3.66 -0.56 1.24
C -1.13311 1.16919 -0.46074 -0.93 0.38 1.40
O -2.36369 1.52229 0.36992 -1.17 -1.68 -0.94
H 2.48531 0.84092 -1.24670 -1.06 -0.80 0.04
H 2.03516 1.29913 0.31165 0.04 -2.14 -0.35
H 3.24517 -0.05067 -0.16885 -1.07 -0.31 1.07
H 0.97346 -1.90789 -0.59029 1.06 1.39 0.00
H 0.60544 -1.25963 1.94173 -1.34 2.40 -2.83
H 0.75900 0.53998 1.20240 0.51 0.36 1.45
H -0.83363 -2.47434 0.17945 0.03 -0.34 0.40
H -0.41966 1.93531 -0.10467 -0.24 -0.46 0.26
H -1.31599 1.56795 -1.47987 0.00 -1.49 0.14
H -3.32519 1.07360 0.18445 4.21 0.97 -0.10
```
Positions in Å, forces in eV/Å.

Its orbital gap is 0.381 hartree. The calculation puts the relative energy (zero: lowest compared OMol25 entry of this formula, charge and spin) at 547.56 kJ/mol. Its SMILES is C[C@H]1C[C@@]1(C=O)CO. Its highest occupied orbital energy is -9.58 eV. The calculation puts the total energy at -384.8938 a.u.

***

Entry 3:
This record from the Open Molecules 2025 dataset describes an isolated molecule of C3H6N2O. The level of theory is ωB97M-V/def2-TZVPD.

Geometry as XYZ:
```
12
Properties=species:S:1:pos:R:3:forces:R:3
N -1.57088 -1.25261 -0.13900 0.10 0.06 0.23
C -0.80108 -0.46593 0.69631 -0.08 0.00 0.36
O -0.79848 -0.56257 1.90932 -0.18 -0.39 -0.36
N -0.06454 0.52633 0.08158 -0.56 0.11 0.42
C 1.25905 0.91777 0.44022 0.07 0.15 0.09
C 0.89913 0.51748 -0.96681 -0.20 0.08 -0.12
H -1.74012 -0.97928 -1.09294 0.12 0.16 0.10
H -2.33092 -1.73464 0.31725 0.18 0.03 -0.01
H 1.32140 1.95941 0.73386 0.30 0.00 -0.25
H 1.90615 0.24930 1.00827 -0.38 -0.06 -0.08
H 0.71749 1.30022 -1.70267 0.34 -0.38 -0.13
H 1.20281 -0.47546 -1.28538 0.30 0.25 -0.26
```
Positions in Å, forces in eV/Å.

Its orbital gap is 0.389 hartree. The calculation puts the relative energy (zero: lowest compared OMol25 entry of this formula, charge and spin) at 129.62 kJ/mol. Its SMILES is NC(=O)N1CC1. Its highest occupied orbital energy is -9.65 eV. The calculation puts the total energy at -302.6437 a.u.

***

Entry 4:
This record from the Open Molecules 2025 dataset describes an isolated molecule of C5H14N2O. The level of theory is ωB97M-V/def2-TZVPD.

Geometry as XYZ:
```
22
Properties=species:S:1:pos:R:3:forces:R:3
C -0.69032 -1.38086 -1.44945 -0.34 -0.49 0.61
N 0.41618 -0.52001 -1.08922 0.11 -0.13 -0.80
C 1.33201 -0.28699 -2.22722 0.05 0.73 1.31
C -0.04264 0.70495 -0.48442 -0.63 0.31 0.24
C -0.54909 0.57206 0.96755 1.05 -0.02 -0.10
N -0.63969 1.93917 1.46918 -0.69 0.00 -0.17
C 0.38474 -0.31228 1.79901 -0.46 -0.30 0.97
O -0.32055 -1.03197 2.82614 -0.23 -0.02 -0.07
H -1.31913 -1.52493 -0.57194 -0.17 0.14 0.08
H -1.34645 -1.04392 -2.26754 0.21 0.28 -0.04
H -0.35653 -2.39129 -1.67093 0.30 -0.02 -0.29
H 1.07762 -0.93065 -3.05048 0.06 -0.18 -0.39
H 1.29137 0.77260 -2.51491 -0.13 -0.25 -0.38
H 2.35876 -0.45445 -1.88733 -0.01 -0.21 -0.27
H -0.85770 1.18072 -1.05423 -0.03 -0.05 -0.11
H 0.74173 1.46364 -0.47528 0.32 -0.23 0.03
H -1.53308 0.10512 1.02684 -0.12 0.11 -0.24
H -1.21603 2.03661 2.29331 0.19 0.02 0.05
H 0.27201 2.35079 1.60774 -0.01 -0.03 0.18
H 0.88939 -1.08890 1.23619 0.01 0.12 -0.30
H 1.11673 0.31309 2.31188 0.33 0.18 -0.27
H -1.00933 -0.47252 3.20508 0.21 0.02 -0.04
```
Positions in Å, forces in eV/Å.

Its orbital gap is 0.346 hartree. The calculation puts the relative energy (zero: lowest compared OMol25 entry of this formula, charge and spin) at 221.73 kJ/mol. Its SMILES is CN(C)C[C@H](N)CO. Its highest occupied orbital energy is -8.48 eV. The calculation puts the total energy at -383.6163 a.u.